No. 1
Below is a structure of composition C19H49AsF6O22S6V in a non-equilibrium geometry, with properties calculated with wB97M-V/def2-TZVPD.

Geometry as ORCA input:
```
! wB97M-V def2-TZVPD RIJCOSX def2/J DEFGRID3
* xyz 0 2
O 4.666 2.331 -0.708
V 4.470 0.801 -0.621
O 1.522 1.505 -3.825
C 2.756 1.533 -3.378
O 3.599 2.338 -3.871
O 3.147 0.770 -2.483
H 1.102 0.887 -3.189
As 0.604 1.108 0.066
F 0.563 1.959 1.547
F 2.348 0.956 0.143
F 0.657 0.251 -1.470
F -1.111 1.268 -0.077
F 0.756 2.605 -0.778
F 0.400 -0.394 0.873
O -5.062 -2.260 3.597
S -3.844 -1.661 3.188
O -3.153 -2.118 2.018
O -4.157 -0.126 3.004
C -3.140 0.627 2.274
C -3.416 2.096 2.559
C -2.705 -1.650 4.539
H -3.214 0.351 1.229
H -2.152 0.352 2.651
H -4.094 2.459 1.779
H -2.548 2.740 2.435
H -3.899 2.216 3.524
H -2.270 -0.659 4.612
H -1.947 -2.406 4.360
H -3.293 -1.877 5.424
O -2.521 5.949 -2.796
S -2.118 5.027 -3.794
O -2.957 3.917 -4.094
O -1.827 5.838 -5.109
C -1.643 5.085 -6.321
C -1.728 6.057 -7.482
C -0.504 4.414 -3.444
H -2.384 4.299 -6.462
H -0.656 4.620 -6.255
H -1.393 5.578 -8.398
H -1.021 6.867 -7.284
H -2.731 6.474 -7.521
H 0.211 5.232 -3.446
H -0.182 3.616 -4.111
H -0.556 3.885 -2.489
O -1.078 -2.850 -3.177
S -2.151 -2.999 -2.249
O -3.478 -3.191 -2.730
O -1.779 -4.234 -1.324
C -2.727 -4.568 -0.300
C -2.061 -5.512 0.653
C -2.031 -1.628 -1.159
H -3.629 -5.034 -0.703
H -3.104 -3.702 0.245
H -1.304 -5.033 1.278
H -1.558 -6.311 0.101
H -2.775 -5.998 1.318
H -2.816 -1.569 -0.411
H -1.985 -0.738 -1.780
H -1.084 -1.739 -0.632
O 0.394 -2.570 4.239
S 1.624 -3.182 3.854
O 2.664 -3.310 4.813
O 1.341 -4.623 3.261
C 0.255 -5.391 3.823
C 0.526 -5.811 5.263
C 2.256 -2.467 2.379
H 0.167 -6.249 3.160
H -0.674 -4.821 3.749
H 0.880 -4.954 5.837
H 1.370 -6.502 5.254
H -0.370 -6.223 5.718
H 2.127 -1.390 2.307
H 1.778 -2.943 1.530
H 3.324 -2.682 2.352
O 4.026 -1.282 -0.593
S 3.691 -2.459 -1.377
O 4.541 -2.894 -2.426
O 3.510 -3.600 -0.332
C 3.422 -4.973 -0.813
C 3.161 -5.848 0.403
C 2.063 -2.311 -2.000
H 4.341 -5.232 -1.332
H 2.582 -5.061 -1.504
H 3.358 -6.885 0.139
H 2.111 -5.769 0.687
H 3.768 -5.530 1.247
H 2.069 -1.432 -2.641
H 1.381 -2.110 -1.178
H 1.826 -3.161 -2.631
O 3.144 4.829 0.769
S 2.573 5.847 1.596
O 3.404 6.756 2.291
O 1.629 6.727 0.673
C 0.720 6.124 -0.244
C -0.433 5.361 0.365
C 1.493 5.154 2.843
H 1.234 5.452 -0.937
H 0.270 6.899 -0.861
H -1.274 5.261 -0.323
H -0.896 5.918 1.192
H -0.226 4.384 0.796
H 2.116 5.112 3.726
H 1.055 4.231 2.474
H 0.660 5.852 2.910
*
```

Energy relative to the best compared isomer or geometry (same formula, charge and spin) = 82.85 kcal/mol
Gap between HOMO and LUMO (alpha / beta) = 5.0 / 6.8 eV
HOMO energy (alpha / beta) = -9.253 / -9.934 eV
Largest force on an atom = 7.58 eV Å⁻¹

Atom charges from the Mulliken analysis, given in e for atoms 1 to 2: -0.45 1.37

No. 2
Below is a cluster of 4 separate species, C19H50N4O4 in total, with properties calculated with wB97M-V/def2-TZVPD.

Geometry as ORCA input:
```
! wB97M-V def2-TZVPD RIJCOSX def2/J DEFGRID3
* xyz 0 1
C -2.657 1.356 -2.291
C -1.943 0.026 -2.064
C -1.936 -0.395 -0.594
C -1.971 -1.905 -0.416
N -0.765 0.173 0.086
C -1.018 0.650 1.436
C 0.307 1.086 2.052
O 0.178 1.980 3.140
C -0.346 1.371 4.299
H -2.415 1.789 -3.262
H -2.377 2.084 -1.524
H -3.739 1.229 -2.241
H -2.421 -0.758 -2.656
H -0.908 0.091 -2.417
H -2.847 0.009 -0.124
H -2.027 -2.166 0.641
H -1.084 -2.369 -0.853
H -2.861 -2.320 -0.895
H -0.403 0.941 -0.470
H -1.467 -0.173 1.998
H -1.727 1.494 1.477
H 0.894 1.609 1.299
H 0.893 0.205 2.345
H -0.476 2.150 5.047
H 0.343 0.611 4.689
H -1.317 0.900 4.113
C 5.366 3.153 2.573
C 5.075 1.656 2.570
C 4.652 1.104 1.203
O 3.331 1.426 0.829
C 3.149 2.693 0.225
N 4.109 1.356 3.627
H 4.443 3.733 2.549
H 5.897 3.425 3.485
H 5.975 3.443 1.715
H 6.004 1.135 2.826
H 4.679 0.012 1.256
H 5.356 1.420 0.420
H 4.000 2.959 -0.406
H 2.981 3.478 0.967
H 2.270 2.625 -0.416
H 4.001 0.352 3.723
H 3.195 1.705 3.346
C 3.120 -0.315 -2.120
C 3.056 0.525 -3.390
C 3.625 -0.176 -4.628
O 5.037 -0.265 -4.653
C 5.593 -1.381 -3.987
N 3.684 1.826 -3.143
H 4.132 -0.339 -1.712
H 2.478 0.102 -1.345
H 2.804 -1.343 -2.312
H 1.999 0.714 -3.614
H 3.355 0.408 -5.511
H 3.184 -1.176 -4.738
H 4.962 -2.268 -4.110
H 5.734 -1.200 -2.919
H 6.565 -1.576 -4.439
H 3.534 2.435 -3.942
H 4.690 1.684 -3.103
C -7.987 -2.453 0.984
C -6.892 -3.146 0.181
C -5.630 -3.463 0.990
O -4.821 -2.338 1.277
C -5.176 -1.596 2.425
N -6.613 -2.362 -1.022
H -7.747 -1.403 1.151
H -8.927 -2.488 0.436
H -8.132 -2.931 1.955
H -7.283 -4.114 -0.152
H -4.999 -4.127 0.393
H -5.886 -3.988 1.920
H -5.557 -2.249 3.217
H -5.928 -0.832 2.210
H -4.274 -1.101 2.783
H -5.990 -2.877 -1.636
H -6.100 -1.527 -0.751
*
```

Gap between HOMO and LUMO = 9.5 eV
HOMO energy = -8.771 eV
Largest force on an atom = 0.28 eV Å⁻¹
SMILES = CC[C@@H](C)NCCOC.COC[C@@H](C)N.COC[C@@H](C)N.COC[C@@H](C)N

Atom charges from the Mulliken analysis, given in e for atoms 1 to 2: -1.24 -0.39

No. 3
Below is a structure of composition C19H51As3N3O6PPtSe in a non-equilibrium geometry, with properties calculated with wB97M-V/def2-TZVPD.

Geometry as ORCA input:
```
! wB97M-V def2-TZVPD RIJCOSX def2/J DEFGRID3
* xyz 0 1
Pt 0.960 0.186 0.086
C 3.142 3.625 0.202
As 2.372 2.071 -0.630
C 3.839 1.367 -1.657
C 1.437 2.832 -2.168
C 0.159 3.673 -2.009
C 0.366 4.800 -0.988
C -1.084 2.862 -1.588
As -0.974 1.426 -0.301
C -1.291 2.310 1.386
C -2.626 0.563 -0.703
C -0.167 4.359 -3.355
As -0.368 3.442 -5.099
C 1.513 3.157 -5.558
C -0.782 1.566 -4.702
H 3.257 4.378 -0.576
H 4.095 3.304 0.608
H 2.524 3.998 1.013
H 4.243 2.159 -2.285
H 3.480 0.546 -2.273
H 4.589 1.006 -0.958
H 1.245 1.948 -2.776
H 2.178 3.431 -2.705
H 0.529 4.418 0.021
H -0.510 5.454 -0.954
H 1.232 5.411 -1.253
H -1.550 2.411 -2.461
H -1.828 3.533 -1.156
H -2.302 2.711 1.435
H -0.562 3.111 1.484
H -1.096 1.600 2.188
H -3.413 1.297 -0.548
H -2.748 -0.295 -0.048
H -2.614 0.238 -1.741
H 0.610 5.101 -3.571
H -1.096 4.922 -3.241
H 2.057 4.092 -5.422
H 1.563 2.881 -6.610
H 1.983 2.377 -4.959
H -1.859 1.442 -4.594
H -0.273 1.151 -3.834
H -0.464 1.008 -5.584
C 1.849 -4.175 -1.033
C 0.874 -3.055 -1.311
O 1.554 -1.826 -1.634
H 1.314 -5.110 -0.834
H 2.458 -3.943 -0.153
H 2.514 -4.333 -1.885
H 0.222 -2.889 -0.454
H 0.246 -3.287 -2.170
H 2.343 -1.778 -1.075
C -0.717 -2.346 4.773
N -0.342 -2.420 3.371
C 1.049 -2.844 3.149
P -1.358 -2.251 2.117
O -0.972 -1.254 1.063
N -2.839 -1.864 2.717
C -3.693 -2.853 3.363
C -3.239 -0.480 2.937
N -1.474 -3.745 1.434
C -1.269 -4.989 2.159
C -2.214 -3.890 0.183
H -0.067 -1.639 5.292
H -0.611 -3.322 5.260
H -1.743 -2.012 4.891
H 1.737 -2.172 3.659
H 1.304 -2.833 2.091
H 1.200 -3.859 3.539
H -3.239 -3.841 3.345
H -4.666 -2.921 2.869
H -3.869 -2.590 4.411
H -2.607 0.192 2.365
H -3.169 -0.204 3.997
H -4.275 -0.334 2.616
H -0.874 -4.793 3.155
H -0.557 -5.630 1.633
H -2.208 -5.547 2.261
H -2.279 -2.934 -0.332
H -3.227 -4.268 0.364
H -1.704 -4.593 -0.480
O 1.510 0.773 2.460
Se 3.024 0.162 2.124
O 3.982 1.330 1.456
O 2.599 -0.890 0.790
O 3.665 -0.617 3.403
*
```

Energy relative to the best compared isomer or geometry (same formula, charge and spin) = 28.27 kcal/mol
Gap between HOMO and LUMO (alpha / beta) = 7.2 / 7.2 eV
HOMO energy (alpha / beta) = -7.298 / -7.297 eV
Largest force on an atom = 1.33 eV Å⁻¹

Atom charges from the Mulliken analysis, given in e for atoms 1 to 2: 0.85 -1.41